# 1
Molecular formula: C60H62O38
Method: DFT, ωB97M-V with the def2-TZVPD basis set

Results
Highest occupied orbital energy: -9.4 eV
SMILES: O=C1C=C(O)C(=O)C=C1O.O=C1C=C(O)C(=O)C=C1O.O=C1C=C(O)C(=O)C=C1O.O=C1C=C(O)C(=O)C=C1O.O=C1C=C(O)C(=O)C=C1O.O=C1C=C(O)C(=O)C=C1O.O=C1C=C(O)C(=O)C=C1O.O=C1C=C(O)C(=O)C=C1O.COCCOC.COCCOC.COCCOC
Net charge: 0
HOMO-LUMO gap: 0.264 Eh

Element x y z (Å)
O1 2.303 1.604 -4.203
C1 1.731 2.548 -3.617
C2 2.512 3.284 -2.575
C3 1.942 4.194 -1.789
O2 2.687 4.779 -0.817
C4 0.494 4.586 -1.860
O3 -0.077 5.399 -1.109
C5 -0.257 3.816 -2.973
C6 0.279 2.875 -3.757
O4 -0.301 2.154 -4.676
H1 3.538 2.998 -2.398
H2 2.041 5.254 -0.289
H3 -1.301 4.077 -3.065
H4 0.221 1.356 -4.792
O5 2.185 -3.802 3.016
C7 2.511 -3.555 4.200
C8 2.533 -4.531 5.337
C9 2.989 -4.262 6.577
O6 2.915 -5.215 7.585
C10 3.490 -2.940 7.005
O7 3.894 -2.579 8.096
C11 3.465 -1.945 5.955
C12 2.990 -2.250 4.678
O8 3.176 -1.295 3.687
H5 2.151 -5.513 5.098
H6 3.024 -4.730 8.407
H7 3.943 -1.000 6.164
H8 2.895 -1.658 2.844
O9 7.184 -0.046 0.548
C13 6.059 -0.062 0.072
C14 4.783 -0.411 0.771
C15 3.566 -0.489 0.166
O10 2.530 -1.026 0.913
C16 3.371 -0.356 -1.294
O11 2.260 -0.544 -1.852
C17 4.620 0.120 -1.928
C18 5.828 0.317 -1.343
O12 6.907 0.713 -2.055
H9 4.835 -0.701 1.810
H10 1.662 -0.928 0.515
H11 4.561 0.379 -2.975
H12 7.692 0.564 -1.523
O13 -7.711 0.255 3.793
C19 -6.707 -0.027 3.107
C20 -6.562 0.535 1.696
C21 -5.699 -0.031 0.803
O14 -5.399 0.597 -0.357
C22 -4.916 -1.277 1.006
O15 -4.253 -1.875 0.108
C23 -4.962 -1.683 2.448
C24 -5.745 -1.157 3.394
O16 -5.881 -1.680 4.647
H13 -6.949 1.505 1.423
H14 -4.583 0.206 -0.676
H15 -4.309 -2.507 2.699
H16 -6.668 -1.345 5.084
O17 0.694 1.712 0.443
C25 0.983 1.858 1.654
C26 2.187 2.549 2.176
C27 2.539 2.592 3.462
O18 3.699 3.170 3.914
C28 1.762 1.986 4.579
O19 2.151 2.065 5.754
C29 0.535 1.325 4.083
C30 0.130 1.341 2.773
O20 -1.056 0.721 2.342
H17 2.921 2.892 1.461
H18 3.824 2.912 4.830
H19 -0.246 0.910 4.702
H20 -1.139 0.948 1.413
O21 -5.089 -6.913 -1.212
C31 -4.074 -6.345 -1.606
C32 -2.845 -6.221 -0.813
C33 -1.735 -5.581 -1.274
O22 -0.614 -5.486 -0.532
C34 -1.628 -5.053 -2.658
O23 -0.591 -4.609 -3.195
C35 -2.881 -5.125 -3.426
C36 -4.010 -5.666 -2.947
O24 -5.120 -5.903 -3.720
H21 -2.820 -6.595 0.200
H22 0.047 -4.928 -0.948
H23 -2.853 -4.676 -4.407
H24 -5.799 -6.480 -3.363
O25 -7.113 8.890 -1.160
C37 -6.325 7.919 -1.270
C38 -4.850 8.188 -1.446
C39 -3.931 7.214 -1.293
O26 -2.561 7.424 -1.543
C40 -4.213 5.758 -1.070
O27 -3.325 4.944 -0.993
C41 -5.718 5.509 -1.037
C42 -6.645 6.507 -1.250
O28 -7.976 6.218 -1.333
H25 -4.425 9.172 -1.579
H26 -2.084 6.611 -1.360
H27 -6.107 4.505 -1.115
H28 -8.457 6.952 -1.722
O29 1.422 -5.121 -7.280
C43 1.107 -4.198 -6.599
C44 2.166 -3.456 -5.886
C45 1.932 -2.391 -5.088
O30 2.889 -1.759 -4.370
C46 0.529 -1.857 -4.875
O31 0.198 -0.926 -4.139
C47 -0.504 -2.624 -5.514
C48 -0.233 -3.635 -6.416
O32 -1.190 -4.200 -7.214
H29 3.179 -3.824 -5.955
H30 2.451 -1.174 -3.748
H31 -1.529 -2.332 -5.337
H32 -0.744 -4.888 -7.714
C49 -2.968 4.561 2.679
O33 -1.591 4.619 3.270
C50 -0.600 5.020 2.235
C51 0.651 5.514 2.884
O34 1.772 5.631 2.058
C52 2.851 6.254 2.697
H33 -3.285 5.479 2.184
H34 -3.672 4.266 3.457
H35 -3.133 3.721 2.004
H36 -0.973 5.838 1.620
H37 -0.425 4.135 1.624
H38 0.926 4.869 3.718
H39 0.371 6.497 3.263
H40 3.236 5.748 3.582
H41 2.623 7.297 2.918
H42 3.742 6.471 2.107
C53 2.870 -5.543 -2.435
O35 1.994 -5.510 -1.266
C54 2.267 -4.448 -0.387
C55 3.802 -4.261 -0.007
O36 4.626 -3.617 -0.943
C56 6.011 -3.811 -0.779
H43 2.580 -6.329 -3.132
H44 3.948 -5.536 -2.271
H45 2.593 -4.604 -2.914
H46 1.588 -4.438 0.465
H47 1.968 -3.468 -0.758
H48 4.250 -5.237 0.178
H49 3.963 -3.693 0.910
H50 6.331 -3.400 0.179
H51 6.500 -3.226 -1.557
H52 6.362 -4.843 -0.755
C57 -2.578 1.924 -0.602
O37 -2.176 0.630 -0.250
C58 -1.396 -0.097 -1.180
C59 -0.884 -1.457 -0.697
O38 -0.174 -1.301 0.553
C60 -0.451 -2.322 1.382
H53 -3.391 2.367 -0.027
H54 -2.984 1.848 -1.611
H55 -1.740 2.620 -0.630
H56 -0.484 0.454 -1.410
H57 -1.898 -0.188 -2.143
H58 -0.201 -1.881 -1.434
H59 -1.697 -2.179 -0.625
H60 0.257 -2.304 2.211
H61 -0.283 -3.260 0.851
H62 -1.500 -2.334 1.678

***

# 2
Molecular formula: H5N4P
Method: DFT, ωB97M-V with the def2-TZVPD basis set

Results
Highest occupied orbital energy: -9.1 eV
SMILES: [H]/N=P\N=N\[H].N
Net charge: 0
HOMO-LUMO gap: 0.302 Eh
ΔE to the lowest compared entry with this formula, charge and spin: 1.814 eV

Element x y z (Å)
H1 -3.131 -0.616 1.325
N1 -2.202 -0.877 1.829
P1 -0.753 -0.535 1.356
N2 -0.707 -0.102 -0.202
N3 -0.975 0.519 -1.220
H2 -1.174 -0.140 -1.928
N4 2.116 0.673 -0.252
H3 1.358 -0.011 -0.439
H4 2.795 0.833 -0.978
H5 2.672 0.255 0.510

***

# 3
Molecular formula: C3H9HfO12
Method: DFT, ωB97M-V with the def2-TZVPD basis set

Results
Highest occupied orbital energy: -12.9 eV
Net charge: +1
HOMO-LUMO gap: 0.337 Eh
ΔE to the lowest compared entry with this formula, charge and spin: 0.000 eV

Element x y z (Å)
Hf1 0.066 -0.042 0.314
C1 -0.001 0.291 -2.858
O1 -0.855 0.843 -3.545
O2 1.013 -0.362 -3.523
O3 -0.015 0.269 -1.629
H1 0.836 -0.186 -4.420
C2 -2.496 -0.164 0.225
O4 -1.826 0.840 0.360
O5 -3.797 -0.384 -0.116
O6 -1.700 -1.104 0.277
H2 -4.201 0.471 -0.223
C3 0.215 -0.258 2.810
O7 -0.048 0.707 2.172
O8 0.377 -0.375 4.123
O9 0.413 -1.166 1.969
H3 0.256 0.322 4.797
O10 0.606 -2.039 -0.387
H4 1.342 -2.543 0.031
H5 0.512 -2.428 -1.284
O11 2.228 0.001 0.245
H6 2.826 0.380 0.936
H7 2.944 -0.336 -0.396
O12 0.547 2.066 0.172
H8 0.979 2.553 -0.520
H9 -0.221 2.643 0.468

***

# 4
Molecular formula: C15H10CuN5O2S4
Method: DFT, ωB97M-V with the def2-TZVPD basis set

Results
Highest occupied orbital energy (spin up / spin down): -4.7 / -4.7 eV
Net charge: -1
Expectation value of S²: 0.76
2S+1: 2
HOMO-LUMO gap (spin up / spin down): 0.251 / 0.239 Eh

Element x y z (Å)
Cu1 0.524 1.336 0.369
S1 2.393 1.323 1.610
C1 3.347 2.548 0.836
C2 4.628 2.826 1.417
N1 5.650 3.033 1.905
C3 2.926 3.237 -0.255
S2 1.385 2.941 -1.000
C4 3.731 4.273 -0.828
N2 4.346 5.120 -1.308
C5 -1.235 4.287 0.898
C6 -1.881 3.218 0.092
N3 -1.394 2.023 -0.149
C7 -2.299 1.363 -0.950
C8 -3.354 2.177 -1.199
N4 -3.077 3.352 -0.527
H1 -0.529 3.839 1.594
H2 -1.978 4.859 1.456
H3 -0.666 4.957 0.252
H4 -2.121 0.352 -1.274
H5 -4.252 2.040 -1.773
H6 -3.653 4.174 -0.498
O1 2.596 -3.443 -1.590
S3 1.215 -3.067 -1.685
O2 0.607 -3.014 -2.985
N5 0.937 -1.662 -0.871
C9 0.161 -1.849 0.152
S4 -0.410 -0.649 1.217
C10 -0.290 -3.270 0.361
C11 -1.111 -3.799 1.343
C12 -1.378 -5.161 1.311
C13 -0.840 -5.976 0.318
C14 -0.018 -5.444 -0.668
C15 0.237 -4.089 -0.615
H7 -1.526 -3.156 2.108
H8 -2.016 -5.599 2.069
H9 -1.064 -7.035 0.315
H10 0.407 -6.064 -1.446

***

# 5
Molecular formula: C37H38GeN2OPtS4Se
Method: DFT, ωB97M-V with the def2-TZVPD basis set

Results
Highest occupied orbital energy (spin up / spin down): -0.6 / -1.1 eV
Net charge: -2
Expectation value of S²: 2.01
2S+1: 3
HOMO-LUMO gap (spin up / spin down): 0.184 / 0.202 Eh
ΔE to the lowest compared entry with this formula, charge and spin: 0.219 eV

Element x y z (Å)
Pt1 -1.274 0.819 1.150
O1 -2.016 7.437 -1.098
C1 -1.939 6.299 -0.605
S1 -2.777 4.933 -1.391
C2 -2.275 3.675 -0.239
C3 -1.468 4.126 0.744
S2 -0.769 3.111 2.011
S3 -1.015 5.843 0.728
S4 -2.988 2.081 -0.394
C4 1.895 -2.342 3.957
C5 1.171 -3.385 3.057
C6 1.435 -3.112 1.554
C7 0.733 -1.908 0.986
N1 -0.715 -2.165 0.835
C8 -1.735 -1.223 1.160
Se1 -1.977 -0.731 2.993
N2 -2.854 -1.614 0.389
C9 -4.072 -0.752 0.204
C10 -5.360 -1.554 0.431
C11 -5.563 -1.883 1.966
C12 -5.969 -0.620 2.752
C13 -2.536 -2.705 -0.457
C14 -3.276 -3.333 -1.439
C15 -2.586 -4.282 -2.196
C16 -1.267 -4.612 -1.967
C17 -0.567 -3.963 -0.962
C18 -1.164 -2.975 -0.190
H1 1.923 -2.796 4.956
H2 1.339 -1.453 3.935
H3 2.867 -2.091 3.541
H4 0.060 -3.465 3.195
H5 1.690 -4.360 3.280
H6 1.180 -4.006 0.978
H7 2.494 -2.928 1.437
H8 1.209 -1.672 0.019
H9 0.818 -1.079 1.688
H10 -3.963 -0.360 -0.793
H11 -4.010 0.025 0.945
H12 -5.307 -2.487 -0.218
H13 -6.193 -1.037 -0.044
H14 -4.605 -2.278 2.283
H15 -6.308 -2.679 2.163
H16 -5.124 0.048 2.856
H17 -6.303 -0.914 3.744
H18 -6.769 -0.110 2.221
H19 -4.317 -3.075 -1.683
H20 -3.059 -4.831 -3.007
H21 -0.943 -5.388 -2.626
H22 0.582 -4.216 -0.915
C19 -0.210 0.631 -0.494
Ge1 1.653 1.194 -0.657
C20 1.668 3.069 -1.279
C21 2.793 3.919 -1.234
C22 2.739 5.158 -1.807
C23 1.598 5.572 -2.453
C24 0.508 4.701 -2.646
C25 0.526 3.455 -2.021
C26 2.494 0.221 -2.160
C27 1.867 -0.909 -2.760
C28 2.164 -1.311 -4.081
C29 3.194 -0.674 -4.810
C30 3.843 0.397 -4.220
C31 3.579 0.772 -2.873
C32 2.825 0.971 0.901
C33 3.554 -0.244 1.014
C34 4.442 -0.425 2.085
C35 4.625 0.556 3.025
C36 3.924 1.761 2.917
C37 2.953 1.950 1.926
H23 -0.714 -0.091 -1.289
H24 3.696 3.610 -0.688
H25 3.569 5.822 -1.804
H26 1.602 6.458 -3.056
H27 -0.379 5.014 -3.232
H28 -0.311 2.762 -2.131
H29 1.007 -1.328 -2.301
H30 1.636 -2.187 -4.491
H31 3.515 -0.994 -5.793
H32 4.625 0.977 -4.760
H33 4.186 1.617 -2.535
H34 3.468 -1.015 0.217
H35 5.093 -1.300 2.103
H36 5.473 0.458 3.798
H37 4.156 2.588 3.632
H38 2.308 2.831 2.023

***

# 6
Molecular formula: C36H31BrN7O4Sc
Method: DFT, ωB97M-V with the def2-TZVPD basis set

Results
Highest occupied orbital energy: -12.2 eV
Net charge: +2
HOMO-LUMO gap: 0.205 Eh
ΔE to the lowest compared entry with this formula, charge and spin: 1.139 eV

Element x y z (Å)
Sc1 -0.084 -0.133 -0.032
O1 6.793 -0.053 -1.178
C1 6.364 -0.040 -0.028
O2 6.794 -0.057 1.122
C2 4.727 -0.006 -0.027
C3 4.042 -0.009 -1.234
C4 2.660 0.001 -1.207
N1 2.000 0.024 -0.035
C5 2.653 0.025 1.142
C6 4.036 0.012 1.177
C7 1.773 0.037 2.334
C8 2.261 0.047 3.631
C9 1.368 0.062 4.692
C10 0.004 0.065 4.433
C11 -0.412 0.047 3.117
N2 0.441 0.032 2.084
C12 1.785 -0.013 -2.403
C13 2.276 -0.013 -3.699
C14 1.386 -0.018 -4.762
C15 0.021 -0.021 -4.507
C16 -0.398 -0.029 -3.193
N3 0.452 -0.027 -2.157
H1 4.628 -0.023 -2.146
H2 4.614 0.011 2.092
H3 3.325 0.046 3.818
H4 1.732 0.074 5.710
H5 -0.723 0.081 5.231
H6 -1.469 0.054 2.872
H7 3.341 -0.010 -3.882
H8 1.752 -0.018 -5.780
H9 -0.704 -0.022 -5.308
H10 -1.456 -0.033 -2.950
C17 -3.201 -0.810 -0.019
O3 -2.155 0.194 -0.063
C18 -2.584 1.536 -0.077
C19 -3.908 1.923 -0.040
C20 -4.208 3.283 -0.014
Br1 -6.017 3.805 0.068
C21 -3.210 4.235 -0.050
C22 -1.875 3.839 -0.122
C23 -1.572 2.487 -0.115
O4 -0.244 2.032 -0.087
C24 -0.818 4.849 -0.126
N4 -0.877 5.940 0.570
C25 0.308 6.610 0.330
C26 0.734 7.847 0.810
C27 1.952 8.314 0.362
C28 2.735 7.572 -0.536
C29 2.335 6.338 -1.009
C30 1.110 5.868 -0.554
N5 0.383 4.712 -0.819
H11 -3.839 -0.728 -0.896
H12 -3.794 -0.696 0.886
H13 -2.703 -1.774 -0.017
H14 -4.715 1.207 -0.021
H15 -3.432 5.292 -0.020
H16 0.326 2.823 0.026
H17 0.116 8.402 1.502
H18 2.313 9.275 0.700
H19 3.678 7.984 -0.869
H20 2.953 5.778 -1.699
H21 0.507 4.165 -1.657
N6 -0.184 -2.265 0.029
C31 -0.015 -3.423 0.054
N7 0.196 -4.683 0.089
C32 -0.483 -5.556 1.069
C33 0.554 -6.269 1.961
C34 1.980 -6.046 1.446
C35 2.042 -6.325 -0.056
C36 1.156 -5.334 -0.832
H22 -1.074 -6.276 0.500
H23 -1.170 -4.947 1.653
H24 0.344 -7.338 1.960
H25 0.470 -5.924 2.991
H26 2.662 -6.708 1.975
H27 2.305 -5.021 1.649
H28 1.709 -7.348 -0.236
H29 3.065 -6.251 -0.419
H30 0.585 -5.843 -1.610
H31 1.749 -4.552 -1.305

***

# 7
Molecular formula: C12H12N2O4S2
Method: DFT, ωB97M-V with the def2-TZVPD basis set

Results
Highest occupied orbital energy: -8.7 eV
SMILES: O=[N+]([O-])c1cccc(S(=O)(=O)NCCc2cccs2)c1
Net charge: 0
HOMO-LUMO gap: 0.293 Eh
ΔE to the lowest compared entry with this formula, charge and spin: 1.871 eV

Element x y z (Å)
O1 1.912 5.094 -2.696
N1 1.332 4.472 -1.835
O2 0.631 4.959 -0.978
C1 1.481 3.031 -1.837
C2 2.180 2.420 -2.872
C3 2.316 1.043 -2.879
C4 1.754 0.288 -1.859
C5 1.064 0.915 -0.837
S1 0.305 -0.070 0.461
O3 0.421 0.654 1.689
O4 0.820 -1.400 0.349
N2 -1.280 0.001 -0.058
C6 -1.943 -1.206 -0.497
C7 -2.665 -1.942 0.644
C8 -1.693 -2.316 1.710
C9 -1.314 -1.590 2.796
C10 -0.287 -2.208 3.543
C11 0.102 -3.392 3.011
S2 -0.777 -3.779 1.589
C12 0.919 2.286 -0.808
H1 2.605 3.034 -3.652
H2 2.859 0.559 -3.676
H3 1.848 -0.786 -1.829
H4 -1.835 0.568 0.565
H5 -2.653 -0.944 -1.288
H6 -1.162 -1.846 -0.911
H7 -3.145 -2.833 0.236
H8 -3.436 -1.288 1.060
H9 -1.752 -0.645 3.066
H10 0.143 -1.779 4.429
H11 0.855 -4.069 3.363
H12 0.396 2.767 0.003

***

# 8
Molecular formula: C10H16MnN5O4
Method: DFT, ωB97M-V with the def2-TZVPD basis set

Results
Highest occupied orbital energy (spin up / spin down): -4.9 / -5.3 eV
Net charge: -1
Expectation value of S²: 8.76
2S+1: 6
HOMO-LUMO gap (spin up / spin down): 0.276 / 0.289 Eh
ΔE to the lowest compared entry with this formula, charge and spin: 0.308 eV

Element x y z (Å)
Mn1 0.731 -0.479 0.168
N1 1.648 1.611 0.619
C1 2.787 1.330 1.524
C2 3.554 0.106 0.988
O1 4.787 0.160 0.920
N2 2.726 -0.867 0.623
C3 3.226 -1.913 -0.252
C4 2.402 -2.000 -1.561
O2 2.839 -2.666 -2.486
O3 1.267 -1.361 -1.571
H1 2.010 1.871 -0.293
H2 1.082 2.384 0.946
H3 2.388 1.108 2.516
H4 3.482 2.166 1.599
H5 3.149 -2.898 0.219
H6 4.272 -1.759 -0.515
C5 -1.686 1.890 1.451
C6 -2.219 1.218 0.205
O4 -1.132 0.865 -0.644
C7 -1.558 0.147 -1.816
C8 -2.200 1.053 -2.850
H7 -2.508 2.116 2.132
H8 -1.183 2.827 1.203
H9 -0.993 1.226 1.964
H10 -2.895 1.891 -0.330
H11 -2.776 0.314 0.471
H12 -2.244 -0.650 -1.508
H13 -0.663 -0.323 -2.222
H14 -3.154 1.460 -2.513
H15 -2.384 0.483 -3.762
H16 -1.530 1.879 -3.094
N3 -4.196 -4.223 1.239
C9 -3.560 -3.327 1.606
N4 -2.920 -2.278 2.105
C10 -1.786 -1.905 1.626
N5 -0.761 -1.458 1.291

***

# 9
Molecular formula: C3H8NO2
Method: DFT, ωB97M-V with the def2-TZVPD basis set

Results
Highest occupied orbital energy: -3.3 eV
Net charge: -1
HOMO-LUMO gap: 0.268 Eh
ΔE to the lowest compared entry with this formula, charge and spin: 3.202 eV

Element x y z (Å)
N1 0.762 0.211 1.027
C1 -0.366 0.396 0.202
C2 -0.789 -0.652 -0.804
O1 2.003 -1.819 -0.124
C3 -0.735 1.782 -0.153
O2 -1.626 2.098 -0.914
H1 0.517 -0.021 1.970
H2 2.878 -2.187 0.060
H3 -1.243 0.805 0.867
H4 -1.855 -0.580 -0.928
H5 -0.359 -0.434 -1.774
H6 1.447 -0.509 0.619
H7 -0.161 2.552 0.408
H8 -0.474 -1.641 -0.454

***

# 10
Molecular formula: CH3O4S
Method: DFT, ωB97M-V with the def2-TZVPD basis set

Results
Highest occupied orbital energy: -4.4 eV
Net charge: -1
HOMO-LUMO gap: 0.314 Eh
ΔE to the lowest compared entry with this formula, charge and spin: 1.486 eV

Element x y z (Å)
C1 -1.032 -0.020 -0.602
O1 1.255 -1.557 0.519
O2 1.506 0.896 0.314
O3 0.326 -0.088 2.320
O4 -0.413 0.819 -1.436
S1 0.680 -0.230 0.908
H1 -0.921 -1.164 -0.879
H2 -1.938 0.355 -0.169
H3 0.538 0.989 -0.975